(1)
Formula: C25H24NO3
Source: OMol25
Level of theory: the ωB97M-V functional and the def2-TZVPD basis

## Properties
LUMO level: -0.1538 Eh
HOMO-LUMO gap: 6.5170 eV
Spin multiplicity: 1
HOMO energy: -10.70 eV
Structure (SMILES): COc1ccc([C@H](c2ccc3c(c2)CCO3)[C@H]2C=[NH+]c3cccc(OC)c32)cc1
Strongest force on any atom: 0.0438 Eh/bohr
ΔE to the lowest compared entry with this formula, charge and spin: 0.0 kcal/mol
Charge: +1

Geometry (Å):
1 C 5.3569 1.8559 2.4318
2 O 5.1651 0.4310 2.5859
3 C 3.8946 -0.0553 2.5448
4 C 3.7294 -1.4121 2.9109
5 C 2.4594 -1.9038 3.1303
6 C 1.3222 -1.1045 2.9278
7 C -0.0131 -1.7110 3.3740
8 C -1.2514 -0.8246 3.2541
9 C -1.2307 0.5268 3.6201
10 C -2.3306 1.3505 3.4327
11 C -3.5147 0.7526 2.9816
12 C -3.5878 -0.6350 2.7262
13 C -2.4497 -1.4233 2.8569
14 C -4.9873 -0.9628 2.3370
15 C -5.6798 0.4067 2.3382
16 O -4.6836 1.4183 2.7656
17 C 0.1341 -2.2012 4.7834
18 C 0.3381 -1.0616 5.7256
19 N -0.5659 -1.0924 6.7021
20 C -1.4638 -2.1746 6.5422
21 C -2.5215 -2.5864 7.3437
22 C -3.1776 -3.7821 7.0053
23 C -2.8119 -4.5041 5.8625
24 C -1.7429 -4.0472 5.0568
25 O -1.1821 -4.7479 4.0346
26 C -1.4894 -6.1544 3.9477
27 C -1.1051 -2.8486 5.3916
28 C 1.4873 0.1621 2.3530
29 C 2.7594 0.7205 2.2188
30 H 6.4286 1.9963 2.5698
31 H 5.0592 2.1857 1.4264
32 H 4.7992 2.4158 3.1967
33 H 4.6121 -2.0256 3.0677
34 H 2.3457 -2.9377 3.4605
35 H -0.1870 -2.5890 2.7348
36 H -0.3160 0.9613 4.0277
37 H -2.3068 2.4174 3.6249
38 H -2.5057 -2.4916 2.6320
39 H -5.0450 -1.4380 1.3527
40 H -5.4615 -1.6335 3.0631
41 H -6.5164 0.4540 3.0461
42 H -6.0388 0.6895 1.3400
43 H 0.9782 -2.8954 4.9010
44 H 1.1167 -0.3034 5.6481
45 H -0.5967 -0.4205 7.4670
46 H -2.8026 -1.9838 8.2074
47 H -3.9805 -4.1705 7.6321
48 H -3.2924 -5.4536 5.6120
49 H -0.7895 -6.5436 3.2092
50 H -1.3421 -6.6526 4.9158
51 H -2.5241 -6.2993 3.6105
52 H 0.6325 0.7492 2.0179
53 H 2.8757 1.7563 1.8910

Okay, here come the Mulliken numbers, in e, for every atom: atom 1 (C): -0.82, atom 2 (O): -0.43, atom 3 (C): 0.77, atom 4 (C): -0.88, atom 5 (C): -0.48, atom 6 (C): -0.57, atom 7 (C): 0.51, atom 8 (C): 0.52, atom 9 (C): -0.31, atom 10 (C): -1.72, atom 11 (C): 0.04, atom 12 (C): 0.62, atom 13 (C): -0.39, atom 14 (C): -0.61, atom 15 (C): -0.37, atom 16 (O): -0.54, atom 17 (C): 0.25, atom 18 (C): -1.14, atom 19 (N): 0.23, atom 20 (C): -0.99, atom 21 (C): -1.01, atom 22 (C): -0.83, atom 23 (C): -0.69, atom 24 (C): 1.01, atom 25 (O): -0.30, atom 26 (C): -1.03, atom 27 (C): 0.73, atom 28 (C): -0.23, atom 29 (C): -0.72, atom 30 (H): 0.25, atom 31 (H): 0.32, atom 32 (H): 0.35, atom 33 (H): 0.43, atom 34 (H): 0.48, atom 35 (H): 0.66, atom 36 (H): 0.57, atom 37 (H): 0.43, atom 38 (H): 0.51, atom 39 (H): 0.30, atom 40 (H): 0.22, atom 41 (H): 0.29, atom 42 (H): 0.27, atom 43 (H): 1.01, atom 44 (H): 0.56, atom 45 (H): 0.32, atom 46 (H): 0.43, atom 47 (H): 0.40, atom 48 (H): 0.48, atom 49 (H): 0.25, atom 50 (H): 0.42, atom 51 (H): 0.37, atom 52 (H): 0.69, atom 53 (H): 0.38

(2)
Formula: C25H25AsCl3F6N2OPdS
Source: OMol25
Level of theory: the ωB97M-V functional and the def2-TZVPD basis

## Properties
LUMO level (alpha / beta): -0.2524 / -0.3736 Eh
HOMO-LUMO gap (alpha / beta): 5.3697 / 2.2378 eV
Spin multiplicity: 4
HOMO energy (alpha / beta): -12.24 / -12.40 eV
Strongest force on any atom: 0.0546 Eh/bohr
Charge: +2
Expectation value of S²: 3.7891

Geometry (Å):
1 Pd 0.4020 -15.3248 -15.9838
2 C 1.7266 -16.4706 -18.5379
3 C 0.3678 -16.9379 -18.1435
4 C -0.0195 -17.1005 -16.8201
5 C -1.3729 -17.2744 -16.5031
6 C -1.7218 -17.1463 -15.0407
7 C -2.2882 -17.5692 -17.5414
8 C -1.8295 -17.6450 -18.8866
9 C -2.7943 -18.0714 -20.0218
10 C -0.4774 -17.2859 -19.1913
11 H 2.1441 -15.8768 -17.7665
12 H 1.6886 -15.8362 -19.4026
13 H 2.4286 -17.2827 -18.8394
14 H 0.6674 -17.4474 -16.0495
15 H -1.0767 -16.3545 -14.5337
16 H -1.5132 -18.1716 -14.5586
17 H -2.7705 -16.9323 -14.8341
18 H -3.3651 -17.8239 -17.2867
19 H -2.2058 -18.5143 -20.8389
20 H -3.3019 -17.2118 -20.4328
21 H -3.6111 -18.7443 -19.6907
22 H -0.1636 -17.1489 -20.2332
23 Cl -3.7724 -10.8448 -10.1236
24 C -2.1312 -11.5085 -9.9990
25 C -1.0317 -10.6918 -9.5947
26 C 0.2332 -11.2507 -9.7728
27 C 0.4541 -12.5378 -10.1956
28 C 1.8242 -13.0136 -10.7197
29 C 2.2963 -12.2048 -11.9012
30 N 2.3784 -12.9645 -13.1094
31 C 3.4305 -13.8678 -13.4402
32 C 2.9734 -14.6196 -14.4993
33 N 1.7350 -14.1852 -14.8453
34 C 1.3821 -13.2333 -13.9751
35 O 2.8507 -12.8718 -9.6944
36 C 3.3227 -13.9952 -9.0356
37 C 4.6086 -13.5645 -8.3144
38 C 5.8841 -14.1847 -8.4716
39 Cl 6.2386 -15.6011 -9.3240
40 S 7.1933 -13.1375 -7.9653
41 C 6.0881 -12.0903 -7.2804
42 C 4.7797 -12.3444 -7.6188
43 C -0.7020 -13.3609 -10.4244
44 Cl -0.7087 -15.0950 -10.8633
45 C -1.9685 -12.8866 -10.3697
46 H -1.0811 -9.6355 -9.2704
47 H 1.1110 -10.6450 -9.6304
48 H 1.7176 -14.1182 -10.9324
49 H 3.3357 -11.8222 -11.5988
50 H 1.6748 -11.3271 -12.1736
51 H 4.3657 -13.9117 -12.9594
52 H 3.4915 -15.3401 -15.0690
53 H 0.4027 -12.8179 -13.9134
54 H 3.5685 -14.8745 -9.6676
55 H 2.6350 -14.3268 -8.2407
56 H 6.3800 -11.2725 -6.7199
57 H 3.9555 -11.6630 -7.3321
58 H -2.8830 -13.4589 -10.5083
59 F -1.0199 -12.9568 -15.6202
60 As -2.4862 -13.3250 -14.5720
61 F -1.3521 -14.4409 -13.7495
62 F -3.6928 -13.7981 -13.3719
63 F -2.0064 -11.9765 -13.4795
64 F -3.5081 -12.1774 -15.3926
65 F -2.8823 -14.5357 -15.8125

Okay, here come the Mulliken numbers, in e, for every atom: atom 1 (Pd): 0.40, atom 2 (C): -1.62, atom 3 (C): 1.27, atom 4 (C): -0.68, atom 5 (C): 1.60, atom 6 (C): -1.32, atom 7 (C): -1.20, atom 8 (C): 0.84, atom 9 (C): -1.39, atom 10 (C): -1.15, atom 11 (H): 0.25, atom 12 (H): 0.48, atom 13 (H): 0.30, atom 14 (H): 0.49, atom 15 (H): -0.01, atom 16 (H): 0.37, atom 17 (H): 0.40, atom 18 (H): 0.31, atom 19 (H): 0.38, atom 20 (H): 0.32, atom 21 (H): 0.37, atom 22 (H): 0.42, atom 23 (Cl): -0.01, atom 24 (C): 0.44, atom 25 (C): -0.71, atom 26 (C): -0.20, atom 27 (C): -0.14, atom 28 (C): 0.28, atom 29 (C): -1.21, atom 30 (N): 0.23, atom 31 (C): -0.48, atom 32 (C): -0.73, atom 33 (N): -0.17, atom 34 (C): -0.34, atom 35 (O): -0.22, atom 36 (C): -0.47, atom 37 (C): 0.33, atom 38 (C): 0.44, atom 39 (Cl): -0.03, atom 40 (S): 0.01, atom 41 (C): -0.26, atom 42 (C): -0.53, atom 43 (C): 0.82, atom 44 (Cl): -0.10, atom 45 (C): -1.02, atom 46 (H): 0.45, atom 47 (H): 0.51, atom 48 (H): 0.64, atom 49 (H): 0.31, atom 50 (H): 0.49, atom 51 (H): 0.47, atom 52 (H): 0.53, atom 53 (H): 0.62, atom 54 (H): 0.41, atom 55 (H): 0.32, atom 56 (H): 0.51, atom 57 (H): 0.39, atom 58 (H): 0.43, atom 59 (F): -0.51, atom 60 (As): 1.96, atom 61 (F): -0.37, atom 62 (F): -0.50, atom 63 (F): -0.52, atom 64 (F): -0.44, atom 65 (F): -0.43

(3)
Formula: C25H25BCo2O8S2
Source: OMol25
Level of theory: the ωB97M-V functional and the def2-TZVPD basis

## Properties
LUMO level: -0.0507 Eh
HOMO-LUMO gap: 6.0729 eV
Spin multiplicity: 1
HOMO energy: -7.45 eV
Strongest force on any atom: 0.1338 Eh/bohr
ΔE to the lowest compared entry with this formula, charge and spin: 89.8 kcal/mol

Geometry (Å):
1 C 5.1985 2.1595 -0.5215
2 C 3.8914 1.6232 -0.0885
3 C 3.5325 1.4265 1.2491
4 C 2.1477 1.3432 1.3652
5 C 1.4334 1.9065 0.2854
6 B 0.8395 -1.7011 -0.1330
7 C -0.6421 -1.4120 -0.0295
8 C -1.4406 -1.6048 1.0837
9 C -2.8018 -1.6770 0.7334
10 C -3.0181 -1.3835 -0.6053
11 C -4.2588 -1.6227 -1.3437
12 S -1.5951 -0.7942 -1.3694
13 O 1.4536 -1.7592 -1.3596
14 C 2.4212 -2.8086 -1.0903
15 C 2.1307 -3.8355 -2.1588
16 C 3.8418 -2.2564 -1.2096
17 C 2.0604 -3.2428 0.4039
18 C 0.8670 -4.2113 0.4688
19 C 3.1941 -3.7584 1.2420
20 O 1.6034 -2.0075 0.9925
21 S 2.4978 1.7066 -1.1380
22 H 5.7163 2.4919 0.3789
23 H 5.7722 1.3407 -0.9479
24 H 5.0411 2.9489 -1.2626
25 H 4.2360 1.4219 2.0855
26 H 1.6180 0.8280 2.1745
27 H -1.0541 -1.7573 2.0779
28 H -3.5860 -2.0180 1.3924
29 H -5.0970 -1.4015 -0.6771
30 H -4.2658 -1.0216 -2.2548
31 H -4.3316 -2.6803 -1.6309
32 H 2.6902 -4.7511 -1.9422
33 H 1.0478 -4.0100 -2.1901
34 H 2.4334 -3.4267 -3.1297
35 H 4.5618 -3.0838 -1.1180
36 H 4.0032 -1.8026 -2.1988
37 H 4.0610 -1.5080 -0.4320
38 H 1.1692 -5.2034 0.1321
39 H 0.5443 -4.2350 1.5162
40 H -0.0072 -3.8939 -0.1249
41 H 3.5234 -4.7048 0.8042
42 H 4.0355 -3.0586 1.2855
43 H 2.8105 -3.9382 2.2514
44 O -2.2457 7.0735 -0.5752
45 C -2.6408 6.0625 -0.2180
46 Co -3.3036 4.5138 0.3152
47 C -3.2150 5.1834 1.9519
48 O -3.1943 5.6197 3.0031
49 C -4.7143 4.9654 -0.6373
50 O -5.6361 5.3077 -1.2459
51 C -1.9138 3.0637 -0.7289
52 C -1.2055 1.9389 -0.4033
53 C 0.0393 2.0892 0.4159
54 Co -3.0465 2.0568 0.2197
55 C -2.9845 1.1341 1.7054
56 O -2.8841 0.5799 2.7155
57 C -4.3480 1.5478 -0.8557
58 O -5.2969 1.3792 -1.5187
59 C -4.4352 3.1124 1.0867
60 O -5.4232 3.0417 1.6929
61 H -1.7917 3.7577 -1.5609
62 H -0.2842 1.7506 1.4470
63 H 0.2456 3.1948 0.2239

Okay, here come the Mulliken numbers, in e, for every atom: atom 1 (C): -1.23, atom 2 (C): 0.98, atom 3 (C): -1.34, atom 4 (C): -0.01, atom 5 (C): -0.33, atom 6 (B): 1.58, atom 7 (C): 0.37, atom 8 (C): -0.46, atom 9 (C): -1.30, atom 10 (C): 0.97, atom 11 (C): -1.55, atom 12 (S): -0.32, atom 13 (O): -0.92, atom 14 (C): 1.80, atom 15 (C): -1.83, atom 16 (C): -1.80, atom 17 (C): 1.26, atom 18 (C): -1.63, atom 19 (C): -1.82, atom 20 (O): -0.64, atom 21 (S): -0.19, atom 22 (H): 0.35, atom 23 (H): 0.27, atom 24 (H): 0.32, atom 25 (H): 0.40, atom 26 (H): 0.28, atom 27 (H): 0.57, atom 28 (H): 0.35, atom 29 (H): 0.36, atom 30 (H): 0.38, atom 31 (H): 0.34, atom 32 (H): 0.34, atom 33 (H): 0.33, atom 34 (H): 0.44, atom 35 (H): 0.33, atom 36 (H): 0.46, atom 37 (H): 0.25, atom 38 (H): 0.36, atom 39 (H): 0.48, atom 40 (H): 0.21, atom 41 (H): 0.34, atom 42 (H): 0.35, atom 43 (H): 0.49, atom 44 (O): -0.32, atom 45 (C): 0.41, atom 46 (Co): 0.32, atom 47 (C): 0.11, atom 48 (O): -0.31, atom 49 (C): 0.25, atom 50 (O): -0.35, atom 51 (C): -1.51, atom 52 (C): 1.10, atom 53 (C): -0.01, atom 54 (Co): 0.49, atom 55 (C): 0.44, atom 56 (O): -0.36, atom 57 (C): 0.13, atom 58 (O): -0.39, atom 59 (C): 0.10, atom 60 (O): -0.50, atom 61 (H): 0.56, atom 62 (H): 0.03, atom 63 (H): 0.25

(4)
Formula: C25H25BF5N10O3S3TeTi
Source: OMol25
Level of theory: the ωB97M-V functional and the def2-TZVPD basis

## Properties
LUMO level: 0.0558 Eh
HOMO-LUMO gap: 6.7479 eV
Spin multiplicity: 1
HOMO energy: -5.23 eV
Strongest force on any atom: 0.0295 Eh/bohr
ΔE to the lowest compared entry with this formula, charge and spin: 57.2 kcal/mol
Charge: -1

Geometry (Å):
1 Ti -1.1267 0.4507 -0.2325
2 N 7.1480 -0.3497 0.3737
3 C 5.9178 -0.1318 -0.2462
4 C 5.4119 1.1634 -0.3768
5 C 4.2043 1.3859 -1.0103
6 C 3.4800 0.3137 -1.5185
7 C 3.9897 -0.9743 -1.4220
8 C 5.2030 -1.1937 -0.7951
9 S 1.9073 0.5111 -2.3071
10 O 1.9884 1.5726 -3.2711
11 O 1.5462 -0.8002 -2.7468
12 N 0.8312 0.9564 -1.1280
13 C 0.7883 2.2703 -0.7423
14 N -0.3229 2.4767 -0.0061
15 C -0.6445 3.6963 0.3778
16 C 0.1785 4.7645 0.0700
17 C 1.3443 4.4532 -0.6143
18 N 1.6689 3.2319 -1.0168
19 H 7.4258 0.3574 1.0338
20 H 7.2895 -1.2825 0.7244
21 H 5.9777 2.0001 0.0178
22 H 3.8165 2.3873 -1.1196
23 H 3.4259 -1.7992 -1.8348
24 H 5.5890 -2.2034 -0.7147
25 H -1.5649 3.7985 0.9399
26 H -0.0649 5.7737 0.3637
27 H 2.0627 5.2318 -0.8527
28 S -0.0146 0.1657 1.8842
29 C -0.8265 -1.0564 2.8901
30 C -0.3347 -1.0777 4.2056
31 C -0.8200 -1.9307 5.1755
32 C -1.8483 -2.8111 4.8589
33 C -2.3486 -2.8192 3.5746
34 C -1.8523 -1.9633 2.5868
35 S -2.6251 -2.1959 1.0182
36 H 0.4653 -0.3888 4.4494
37 H -0.4026 -1.9024 6.1740
38 H -2.2511 -3.4858 5.6032
39 H -3.1413 -3.5134 3.3134
40 B -4.6460 1.4189 -0.8180
41 N -3.5501 1.4734 -1.9237
42 C -3.8728 1.4180 -3.2129
43 C -2.7217 1.3987 -3.9798
44 C -1.7026 1.4363 -3.0503
45 N -2.2031 1.4946 -1.7968
46 N -4.0346 1.4150 0.6253
47 C -4.7924 1.7161 1.6808
48 C -3.9788 1.9259 2.7798
49 C -2.6960 1.7184 2.2933
50 N -2.7356 1.4036 0.9911
51 H -5.3229 0.4351 -0.9765
52 H -5.2965 2.4402 -0.9042
53 H -4.9111 1.3835 -3.4981
54 H -2.6256 1.3157 -5.0468
55 H -0.6408 1.4984 -3.2268
56 H -5.8615 1.7819 1.5654
57 H -4.2694 2.1749 3.7850
58 H -1.7493 1.7680 2.8012
59 N 0.8862 -3.4833 -0.3973
60 C 1.7640 -4.3406 0.1474
61 C 2.6181 -3.5903 0.9294
62 C 2.1514 -2.2712 0.7800
63 N 1.1061 -2.2171 -0.0315
64 H 0.1116 -3.6878 -1.0247
65 H 1.7133 -5.3970 -0.0557
66 H 3.4393 -3.9424 1.5300
67 H 2.5271 -1.3628 1.2238
68 F -2.9686 -1.2627 -2.3793
69 Te -1.1306 -1.8450 -2.9226
70 F -0.6478 -0.8807 -4.5620
71 F -1.6463 -3.3192 -1.6790
72 F -2.1783 -2.7490 -4.1822
73 F 0.1627 -3.2238 -3.3360
74 O -1.7683 -1.1251 0.1927

Okay, here come the Mulliken numbers, in e, for every atom: atom 1 (Ti): 0.08, atom 2 (N): -0.60, atom 3 (C): 1.13, atom 4 (C): -0.83, atom 5 (C): -0.21, atom 6 (C): -0.80, atom 7 (C): -0.45, atom 8 (C): -0.78, atom 9 (S): 1.50, atom 10 (O): -0.66, atom 11 (O): -0.59, atom 12 (N): 0.01, atom 13 (C): 0.37, atom 14 (N): 0.69, atom 15 (C): 0.03, atom 16 (C): -0.99, atom 17 (C): -0.37, atom 18 (N): -0.47, atom 19 (H): 0.21, atom 20 (H): 0.22, atom 21 (H): 0.30, atom 22 (H): 0.53, atom 23 (H): 0.45, atom 24 (H): 0.26, atom 25 (H): 0.39, atom 26 (H): 0.40, atom 27 (H): 0.44, atom 28 (S): -0.46, atom 29 (C): 0.51, atom 30 (C): -0.94, atom 31 (C): -0.70, atom 32 (C): -0.54, atom 33 (C): -0.96, atom 34 (C): 1.07, atom 35 (S): -0.23, atom 36 (H): 0.45, atom 37 (H): 0.37, atom 38 (H): 0.37, atom 39 (H): 0.39, atom 40 (B): 0.13, atom 41 (N): -0.18, atom 42 (C): -0.33, atom 43 (C): -0.94, atom 44 (C): -0.48, atom 45 (N): 0.68, atom 46 (N): -0.08, atom 47 (C): -0.26, atom 48 (C): -1.39, atom 49 (C): -0.71, atom 50 (N): 1.13, atom 51 (H): -0.12, atom 52 (H): -0.20, atom 53 (H): 0.42, atom 54 (H): 0.43, atom 55 (H): 0.50, atom 56 (H): 0.43, atom 57 (H): 0.45, atom 58 (H): 0.72, atom 59 (N): 0.21, atom 60 (C): -0.56, atom 61 (C): -1.07, atom 62 (C): -0.40, atom 63 (N): 0.34, atom 64 (H): 0.02, atom 65 (H): 0.47, atom 66 (H): 0.44, atom 67 (H): 0.58, atom 68 (F): -0.67, atom 69 (Te): 1.56, atom 70 (F): -0.52, atom 71 (F): -0.66, atom 72 (F): -0.36, atom 73 (F): -0.49, atom 74 (O): 0.30